[1]
Computed, not measured: a structure of composition C19H38F3N2O11S2V, with the ωB97M-V functional and the def2-TZVPD basis.

XYZ file:
```
76
Properties=species:S:1:pos:R:3:forces:R:3:mulliken_charge:R:1
O -8.2772 17.8717 -3.4000 3.33 0.74 -0.26 -0.58
V -9.7682 17.5710 -3.2839 -6.80 0.46 0.75 1.65
O -10.4122 17.2910 -4.7136 0.99 -0.41 0.58 -0.53
C -11.5652 21.3108 -5.2962 -1.15 -0.96 1.18 0.52
F -12.1034 20.3516 -6.0990 0.42 0.74 0.37 -0.24
F -10.2976 21.4855 -5.6564 -0.14 0.49 -0.35 -0.22
F -12.3081 22.4500 -5.4937 1.11 -0.90 -0.01 -0.24
S -11.6651 20.7812 -3.4390 -1.26 -0.82 1.63 1.05
O -13.0818 20.5378 -3.1966 1.42 -0.16 -1.25 -0.63
O -10.7846 19.5675 -3.3343 -0.22 1.14 -0.57 -0.93
O -11.1888 21.9375 -2.7069 0.74 -0.33 -0.93 -0.68
S -11.8220 17.5260 -0.5516 -3.37 0.26 7.93 1.23
O -11.0042 17.3056 0.6654 2.00 0.56 -0.28 -0.86
O -12.9168 16.6051 -0.3335 -1.52 -2.42 -1.82 -0.82
O -12.3929 18.8356 -0.5964 0.59 2.18 -1.16 -0.67
O -11.0151 17.1893 -1.6952 4.15 -0.89 -6.10 0.07
C -4.7370 16.8538 -3.4586 0.12 -1.16 1.10 -1.57
C -4.4509 16.1870 -4.7804 1.47 1.25 -0.51 1.59
C -3.2794 17.1262 -5.3702 -0.38 -1.90 -0.21 -1.37
C -2.6684 16.4739 -6.6216 -0.33 -0.13 0.24 -0.71
C -2.0854 15.0660 -6.2967 -1.63 0.69 0.04 -1.16
C -3.1949 14.1007 -5.6992 1.53 0.13 1.17 1.55
N -3.8702 14.7916 -4.5568 0.50 2.53 -0.90 0.26
O -4.7480 13.9530 -3.8396 -0.65 -0.26 -0.73 -0.44
C -4.0404 13.5141 -6.8439 -0.62 0.22 0.74 -1.71
C -2.4090 12.9986 -4.9497 -0.30 -0.62 0.28 -1.95
C -5.7049 16.3096 -5.6628 1.37 -0.93 -0.62 -1.13
H -4.8072 17.9382 -3.5441 -0.46 -0.19 -0.03 0.45
H -3.9282 16.6279 -2.7637 0.39 0.17 0.03 0.50
H -5.6010 16.3826 -2.9902 -0.44 0.57 -0.04 -0.18
H -3.7314 18.0980 -5.5685 0.04 -0.05 -0.12 0.55
H -2.5094 17.2573 -4.6099 0.01 -0.05 0.17 0.39
H -1.9508 17.1225 -7.1239 0.36 -0.01 0.21 0.41
H -3.4823 16.4108 -7.3439 -0.09 -0.36 -0.22 0.28
H -1.2424 15.1800 -5.6151 -0.08 -0.11 0.17 0.39
H -1.7332 14.5899 -7.2118 0.12 -0.05 -0.02 0.44
H -4.1287 14.2118 -7.6767 0.26 -0.19 -0.19 0.35
H -3.6472 12.5379 -7.1277 0.13 0.18 -0.34 0.46
H -5.0652 13.3498 -6.5109 -0.02 -0.13 0.17 0.30
H -1.9135 13.3993 -4.0654 0.03 0.35 -0.14 0.44
H -3.0960 12.2552 -4.5452 -0.13 -0.11 -0.17 0.39
H -1.6483 12.4579 -5.5129 -0.09 0.17 -0.49 0.44
H -5.5088 15.6431 -6.5027 -0.77 -0.63 0.10 0.47
H -5.7251 17.2429 -6.2256 -0.42 0.51 0.81 0.35
H -6.5804 16.0820 -5.0547 -0.24 0.14 -0.60 -0.26
H -4.6124 14.1996 -2.9218 0.16 0.01 0.15 0.35
C -8.0543 15.8668 -0.7290 -0.04 0.00 -0.98 -1.45
C -8.6602 14.5223 -1.1476 0.71 -0.68 -1.11 1.78
C -9.5388 14.1527 -0.0239 -1.41 -1.90 1.74 -1.38
C -10.4532 12.9267 -0.2371 0.51 0.05 0.34 -0.88
C -11.3538 13.1711 -1.4170 1.46 -0.93 -0.01 -1.13
C -10.5011 13.5441 -2.7038 -0.90 0.25 0.06 1.34
N -9.5010 14.5567 -2.3795 -0.22 1.55 1.67 1.06
O -8.8085 15.0704 -3.4917 -0.34 -0.41 0.37 -0.28
C -9.8128 12.3077 -3.3451 -0.46 -0.07 0.44 -1.62
C -11.5503 14.1494 -3.6524 0.67 1.06 -0.29 -2.04
C -7.4987 13.4823 -1.2587 0.26 -0.10 -0.30 -1.46
H -8.8299 16.6135 -0.5588 -0.11 -0.02 0.14 0.18
H -7.3646 16.2286 -1.4916 0.13 0.11 0.04 -0.15
H -7.5162 15.6927 0.2028 0.02 0.11 0.01 0.55
H -8.9029 13.8692 0.8148 0.22 0.42 0.27 0.53
H -10.1695 14.9884 0.2793 -0.04 0.26 -0.03 0.27
H -11.0185 12.6725 0.6595 -0.42 0.77 0.23 0.41
H -9.9609 11.9580 -0.3224 0.93 0.02 -0.56 0.44
H -12.0933 13.8900 -1.0643 -0.08 0.35 -0.88 0.41
H -11.7710 12.1826 -1.6093 -0.74 0.17 -0.47 0.42
H -8.8889 12.4907 -3.8938 0.03 0.50 -0.05 0.11
H -9.5236 11.6273 -2.5441 -0.20 -0.39 -0.15 0.37
H -10.4898 11.8599 -4.0726 -0.04 -0.38 0.22 0.51
H -12.3031 13.4325 -3.9802 0.13 -0.11 0.04 0.48
H -12.0351 15.0092 -3.1901 -0.21 -0.23 0.49 0.31
H -11.0704 14.6464 -4.4955 0.10 -0.48 -0.45 0.40
H -6.8502 13.6032 -2.1264 -0.17 0.33 -0.47 -0.13
H -7.8254 12.4433 -1.3024 -0.28 0.02 0.12 0.26
H -6.7838 13.5592 -0.4395 -0.25 0.13 0.39 0.53
H -8.2042 14.3638 -3.7307 0.61 -0.08 -0.54 0.14
```
Positions in Å, forces in eV/Å.

ΔE to the lowest compared entry with this formula, charge and spin (eV): 0.000
Charge: -2
Highest occupied orbital energy (eV): -1.10
Kohn-Sham gap (eV): 4.555
LUMO (eV): 3.46
Calculated total energy (Ha): -3723.86322

---

[2]
Computed, not measured: a cluster of 3 separate species, C19H38FNO8P3 in total, with the ωB97M-V functional and the def2-TZVPD basis.

XYZ file:
```
70
Properties=species:S:1:pos:R:3:forces:R:3:mulliken_charge:R:1
C -0.1365 3.2977 -0.4926 0.23 -0.09 0.01 -1.74
C 1.0899 2.4549 -0.3024 -0.16 0.10 -0.01 1.10
C 1.8547 2.0750 -1.4092 0.39 -0.38 0.51 -0.87
C 2.9832 1.2758 -1.2470 -0.61 0.27 0.30 -0.85
C 3.3496 0.8446 0.0274 0.33 -0.09 -0.03 0.53
C 4.5347 -0.1014 0.1677 -0.57 0.37 0.02 -0.93
P 3.8648 -1.6513 0.7542 0.71 -0.22 -0.36 0.54
C 2.5826 -2.2024 -0.3709 -0.49 -0.16 0.15 -0.88
C 1.2673 -1.4681 -0.1629 -0.07 0.18 -0.12 -0.32
N 0.4971 -1.6357 0.8164 -0.09 -0.24 0.27 -0.26
C 5.1819 -2.9102 0.8007 -0.93 0.00 0.42 -1.02
C 4.8753 -4.0405 1.8075 0.75 -0.26 -0.23 0.47
C 6.0077 -4.2489 2.7852 -0.22 0.43 -0.43 -1.48
F 3.6910 -3.7544 2.4742 -0.38 0.10 0.23 -0.34
C 2.5990 1.2161 1.1406 -0.39 0.43 -0.55 -0.47
C 1.4710 2.0199 0.9689 0.55 -0.33 -0.33 -0.48
H 0.0257 4.0223 -1.2838 0.00 0.14 -0.11 0.51
H -0.4187 3.8180 0.4140 -0.09 0.05 0.15 0.45
H -0.9612 2.6654 -0.8027 -0.20 -0.09 -0.03 0.14
H 1.5655 2.3843 -2.3988 -0.11 0.13 -0.14 0.36
H 3.5591 0.9956 -2.1150 0.17 -0.09 -0.10 0.33
H 4.9632 -0.2901 -0.8116 0.23 -0.08 -0.15 0.43
H 5.3144 0.2651 0.8293 0.12 -0.01 0.17 0.52
H 3.3111 -1.4758 2.0151 -0.02 0.05 0.03 0.11
H 2.4243 -3.2624 -0.1735 0.01 -0.15 0.07 0.49
H 2.9242 -2.1118 -1.3985 0.24 0.12 -0.10 0.53
H 0.9784 -0.7478 -0.9208 0.00 0.14 -0.16 0.32
H 0.8571 -2.3395 1.4671 -0.07 -0.01 0.07 0.20
H 5.2014 -3.3288 -0.2001 0.32 0.12 -0.27 0.49
H 6.1087 -2.3986 1.0305 0.26 0.03 -0.06 0.50
H 4.7100 -4.9598 1.2552 -0.25 -0.16 -0.04 0.32
H 6.8422 -4.6463 2.2167 0.22 -0.19 0.07 0.39
H 6.3197 -3.2904 3.1903 0.01 0.05 0.32 0.39
H 5.7232 -4.9333 3.5720 0.01 -0.14 0.14 0.37
H 2.8746 0.9060 2.1365 0.11 -0.08 0.18 0.46
H 0.8871 2.2921 1.8315 -0.11 0.18 0.10 0.69
C -4.3985 -0.0585 -4.2022 -0.12 -0.04 -0.04 -0.77
O -3.4210 0.6258 -3.4051 0.16 0.15 0.01 -0.31
P -1.9883 -0.0101 -3.1781 -0.28 0.01 -0.06 0.38
O -1.1419 0.8476 -2.3474 0.06 -0.04 0.13 0.15
O -1.4285 -0.3454 -4.6170 0.04 -0.17 0.04 -0.33
C -1.1189 0.7597 -5.4832 -0.02 0.07 -0.10 -0.73
O -2.2588 -1.4762 -2.6510 0.23 -0.02 -0.10 -0.35
C -2.4703 -1.6713 -1.2432 -0.15 -0.05 0.10 -0.55
H -4.8539 0.6693 -4.8692 0.02 0.04 0.03 0.26
H -3.9535 -0.8582 -4.7932 0.04 0.00 0.02 0.37
H -5.1620 -0.4743 -3.5477 0.02 0.00 0.02 0.25
H -1.1047 1.7044 -4.9401 0.01 -0.02 0.04 0.32
H -1.8643 0.8065 -6.2752 -0.01 -0.01 0.02 0.28
H -0.1394 0.5804 -5.9181 0.00 -0.04 0.02 0.25
H -3.3425 -2.3102 -1.1247 -0.02 0.00 -0.06 0.35
H -2.6397 -0.7280 -0.7244 0.03 0.03 -0.02 0.23
H -1.6031 -2.1657 -0.8158 0.06 0.04 0.00 0.16
C -5.1556 0.1894 2.1361 -0.10 -0.06 0.03 -0.73
O -4.4814 1.2599 1.4642 0.15 0.02 -0.11 -0.22
P -3.5487 2.2502 2.2888 -0.01 0.05 0.14 1.16
O -2.9467 3.2732 1.4403 -0.05 0.00 -0.22 -0.64
O -2.5327 1.3142 3.0664 -0.11 0.01 0.11 -0.40
C -1.5707 0.6162 2.2674 0.04 -0.15 -0.09 -0.42
O -4.4192 2.7528 3.5041 0.06 -0.07 0.03 -0.36
C -5.2062 3.9461 3.3355 -0.11 0.09 0.04 -0.70
H -5.0364 -0.7115 1.5372 0.01 0.02 -0.04 0.22
H -4.7495 0.0136 3.1318 0.03 0.03 0.00 0.38
H -6.2143 0.4291 2.2169 0.00 0.02 0.01 0.28
H -1.5462 0.9944 1.2437 0.04 0.01 0.01 0.03
H -1.8088 -0.4467 2.2535 -0.03 0.02 0.01 0.32
H -0.5935 0.7549 2.7213 0.01 -0.01 0.04 0.26
H -6.1976 3.7487 3.7357 0.02 -0.05 0.02 0.27
H -5.2859 4.2300 2.2877 0.05 -0.01 -0.01 0.34
H -4.7408 4.7547 3.8935 0.03 -0.01 -0.01 0.25
```
Positions in Å, forces in eV/Å.

ΔE to the lowest compared entry with this formula, charge and spin (eV): 0.000
Charge: +1
Highest occupied orbital energy (eV): -11.55
Kohn-Sham gap (eV): 9.156
LUMO (eV): -2.39
Calculated total energy (Ha): -2527.33284

---

[3]
Computed, not measured: an isolated molecule of C19H38N2O2, with the ωB97M-V functional and the def2-TZVPD basis.

XYZ file:
```
61
Properties=species:S:1:pos:R:3:forces:R:3:mulliken_charge:R:1
C 0.0767 5.2458 -1.8859 0.01 -0.23 -0.15 -1.39
C -0.2581 3.7686 -2.0586 -0.11 0.04 0.22 -0.56
C -0.3584 3.0152 -0.7300 0.11 0.07 -0.04 0.38
C 0.9411 2.9362 0.0736 -0.16 -0.07 -0.21 -1.27
C 2.0586 2.1226 -0.5981 0.06 0.16 0.57 0.82
C 3.3510 2.1945 0.2216 0.01 -0.12 -0.27 -0.80
C 4.5235 1.5579 -0.5147 -0.11 0.10 0.18 -1.26
C 1.6101 0.6742 -0.7041 0.08 0.43 -0.60 -0.21
O 1.6676 -0.1109 0.2260 0.16 -0.24 0.45 -0.72
N 1.1347 0.3165 -1.9172 -0.08 -0.07 -0.29 0.11
C 0.6596 -1.0178 -2.2136 -0.33 -0.08 0.22 -1.39
C -0.8027 -1.2517 -1.8175 -0.10 -0.23 -0.24 0.55
C -1.2846 -2.6126 -2.3243 0.00 0.32 0.06 -1.65
N -0.9094 -1.1821 -0.3741 0.39 0.04 -0.16 0.72
C -2.0901 -1.0903 0.2678 0.03 -0.01 0.50 -0.68
O -3.1526 -1.0106 -0.3203 -0.38 0.03 -0.24 -0.69
C -1.9821 -1.1022 1.7905 0.21 0.02 0.19 0.42
C -1.3393 0.1961 2.2947 -0.27 0.05 -0.05 -0.10
C -2.2277 1.4048 2.0266 0.20 -0.10 0.06 -1.42
C -1.2062 -2.3295 2.2816 -0.35 -0.10 -0.21 -1.06
C -1.8247 -3.6359 1.7868 0.19 -0.06 0.32 -0.14
C -1.0235 -4.8705 2.2015 -0.06 0.07 -0.23 -0.62
C 0.2853 -5.0135 1.4324 -0.15 -0.04 0.19 -1.06
H -0.6329 5.7190 -1.2111 -0.06 0.10 0.09 0.32
H 0.0312 5.7575 -2.8447 0.03 0.12 -0.04 0.42
H 1.0772 5.3769 -1.4817 0.10 0.10 0.06 0.29
H 0.4913 3.3081 -2.7070 -0.01 -0.06 -0.11 0.14
H -1.2213 3.6833 -2.5675 0.05 -0.06 -0.07 0.48
H -0.7272 2.0042 -0.9177 -0.11 -0.03 0.08 -0.55
H -1.1045 3.5198 -0.1122 -0.10 -0.06 0.01 0.64
H 1.3117 3.9442 0.2664 0.07 0.01 0.07 0.52
H 0.7234 2.4772 1.0403 0.06 0.03 0.09 0.23
H 2.2529 2.5212 -1.5980 -0.01 -0.04 -0.03 0.42
H 3.5801 3.2396 0.4405 -0.08 0.02 0.03 0.47
H 3.1904 1.6740 1.1671 -0.05 0.08 0.04 0.30
H 4.3243 0.5060 -0.7062 0.05 -0.14 -0.04 0.29
H 4.6987 2.0563 -1.4668 0.06 0.03 -0.10 0.31
H 5.4295 1.6309 0.0817 0.13 -0.05 -0.01 0.42
H 0.9895 1.0267 -2.6157 0.13 0.05 0.10 0.33
H 0.7848 -1.1985 -3.2828 -0.01 -0.04 0.08 0.43
H 1.2884 -1.7213 -1.6590 -0.01 -0.01 -0.14 0.34
H -1.4451 -0.4709 -2.2491 0.15 -0.06 0.02 0.29
H -2.3138 -2.7613 -2.0097 -0.06 -0.06 0.00 0.39
H -1.2407 -2.6551 -3.4093 0.00 -0.05 -0.17 0.47
H -0.6678 -3.4081 -1.9121 0.09 -0.11 0.04 0.25
H -0.0421 -1.1755 0.1461 -0.05 0.07 0.04 0.24
H -3.0088 -1.1556 2.1684 0.04 -0.01 -0.12 0.51
H -1.1655 0.1083 3.3702 0.07 -0.06 -0.01 0.51
H -0.3671 0.3317 1.8156 0.09 -0.03 0.06 -0.06
H -2.4655 1.4763 0.9684 -0.07 0.09 -0.13 0.24
H -3.1630 1.3157 2.5749 -0.12 0.03 0.02 0.48
H -1.7335 2.3230 2.3376 0.00 0.14 0.00 0.38
H -1.2043 -2.3274 3.3749 0.07 0.04 0.02 0.55
H -0.1673 -2.2583 1.9564 0.12 0.03 0.06 0.03
H -1.9075 -3.6127 0.6985 -0.07 -0.03 -0.09 0.09
H -2.8379 -3.7152 2.1877 -0.07 0.04 -0.06 0.32
H -0.8136 -4.8228 3.2725 -0.05 -0.06 0.07 0.32
H -1.6322 -5.7602 2.0238 0.00 -0.03 0.09 0.35
H 0.0911 -5.0610 0.3627 0.03 0.00 -0.14 0.21
H 0.7997 -5.9257 1.7268 0.12 -0.06 -0.03 0.40
H 0.9490 -4.1748 1.6254 0.13 0.08 -0.03 0.29
```
Positions in Å, forces in eV/Å.

SMILES: CCCC[C@@H](CC)C(=O)NC[C@@H](C)NC(=O)[C@H](CC)CCCC
ΔE to the lowest compared entry with this formula, charge and spin (eV): 0.036
Charge: 0
Highest occupied orbital energy (eV): -9.19
Kohn-Sham gap (eV): 9.871
LUMO (eV): 0.68
Calculated total energy (Ha): -1006.83248